1.
C46H38ClCoIN2OP2Si | wB97M-V/def2-TZVPD

Values from the calculation:
E_tot   -138055.1878 eV
<S²>   0.8423
Multiplicity   2
LUMO level (alpha / beta)   0.27 / 0.30 eV

Each line ends with the Löwdin charge.
Geometry (Å):
1 Co 0.4093 0.8668 0.4109  -0.0050
2 C 2.1631 0.8023 3.5599  -0.2102
3 Si 1.4062 -0.2129 2.1442  0.5950
4 C 0.1203 -1.3221 3.0254  -0.2619
5 C 0.4973 -2.2085 4.0414  -0.0906
6 C -0.4370 -2.9874 4.7040  -0.0803
7 C -1.7844 -2.8969 4.3700  -0.0790
8 C -2.1850 -2.0311 3.3680  -0.0860
9 C -1.2416 -1.2471 2.7035  -0.3700
10 P -1.6590 -0.1308 1.3263  1.1055
11 C -3.0895 -0.9697 0.5407  -0.3204
12 C -2.8563 -2.1744 -0.1191  -0.0833
13 C -3.9005 -2.8750 -0.7027  -0.0732
14 C -5.1939 -2.3773 -0.6478  -0.0858
15 C -5.4399 -1.1843 0.0120  -0.0817
16 C -4.3978 -0.4909 0.6115  -0.0814
17 C -2.5047 1.2890 2.1115  -0.3839
18 C -2.6684 1.4409 3.4830  -0.0824
19 C -3.2156 2.6127 4.0008  -0.0796
20 C -3.6076 3.6340 3.1511  -0.0862
21 C -3.4534 3.4857 1.7751  -0.0748
22 C -2.8988 2.3270 1.2592  -0.1223
23 C 2.7813 -1.3639 1.5281  -0.2778
24 C 3.7513 -1.9866 2.3187  -0.0906
25 C 4.7402 -2.7717 1.7461  -0.0798
26 C 4.7795 -2.9490 0.3669  -0.0766
27 C 3.8268 -2.3433 -0.4354  -0.0740
28 C 2.8340 -1.5596 0.1469  -0.3709
29 P 1.5137 -0.7174 -0.7964  1.0712
30 C 0.4793 -2.1002 -1.3789  -0.3418
31 C 0.5486 -3.3573 -0.7844  -0.0810
32 C -0.2260 -4.4047 -1.2705  -0.0807
33 C -1.0618 -4.2046 -2.3586  -0.0983
34 C -1.1530 -2.9448 -2.9389  -0.0794
35 C -0.3988 -1.8946 -2.4438  -0.1224
36 C 2.4139 -0.2717 -2.3342  -0.3142
37 C 2.3587 -1.0451 -3.4936  -0.0821
38 C 3.1195 -0.7115 -4.6053  -0.0725
39 C 3.9600 0.3913 -4.5728  -0.0826
40 C 4.0504 1.1468 -3.4133  -0.0735
41 C 3.2870 0.8121 -2.3057  -0.0942
42 H 2.5358 0.1490 4.3553  0.0214
43 H 1.4234 1.4609 4.0248  0.0178
44 H 3.0022 1.4143 3.2158  0.0267
45 H 1.5444 -2.3042 4.3120  0.0915
46 H -0.1177 -3.6747 5.4786  0.1022
47 H -2.5151 -3.5095 4.8838  0.1029
48 H -3.2301 -1.9712 3.0854  0.1110
49 H -1.8522 -2.5768 -0.1602  0.0820
50 H -3.6980 -3.8106 -1.2075  0.0971
51 H -6.0074 -2.9203 -1.1130  0.1016
52 H -6.4473 -0.7907 0.0687  0.1032
53 H -4.6162 0.4293 1.1331  0.0952
54 H -2.3660 0.6461 4.1550  0.1032
55 H -3.3355 2.7200 5.0715  0.1032
56 H -4.0326 4.5445 3.5545  0.1016
57 H -3.7628 4.2780 1.1045  0.1071
58 H -2.7584 2.2158 0.1872  0.1088
59 H 3.7488 -1.8460 3.3951  0.0933
60 H 5.4912 -3.2388 2.3721  0.1022
61 H 5.5604 -3.5508 -0.0812  0.1031
62 H 3.8618 -2.4729 -1.5108  0.1093
63 H 1.2174 -3.5309 0.0491  0.1071
64 H -0.1625 -5.3794 -0.8028  0.1056
65 H -1.6505 -5.0269 -2.7475  0.1048
66 H -1.8237 -2.7706 -3.7716  0.1077
67 H -0.4949 -0.9109 -2.8853  0.0839
68 H 1.7112 -1.9108 -3.5421  0.0972
69 H 3.0511 -1.3184 -5.4994  0.1048
70 H 4.5472 0.6547 -5.4435  0.1027
71 H 4.7165 1.9997 -3.3663  0.1043
72 H 3.3898 1.3892 -1.4013  0.0882
73 Cl 0.0570 5.4401 -5.0979  0.6642
74 C -0.2127 4.1466 -3.9608  -0.6221
75 C -1.2511 3.2776 -4.1543  -0.1778
76 C -1.5014 2.2297 -3.2576  -0.6462
77 I -3.1123 0.9474 -3.5540  0.9079
78 C -0.7051 2.0045 -2.1318  -0.4612
79 O -0.8824 1.0618 -1.2906  -0.2233
80 C 0.3860 2.9432 -1.9463  -0.1344
81 N 1.1396 2.7219 -0.8482  0.0649
82 C 2.1226 3.5493 -0.5749  -0.1558
83 C 2.4499 4.6432 -1.3936  -0.0466
84 C 1.7149 4.8657 -2.5265  -0.0203
85 C 0.6364 4.0107 -2.8373  -0.1737
86 H -1.8958 3.4068 -5.0139  0.0918
87 H 2.7132 3.3328 0.3113  0.1098
88 H 3.2773 5.2866 -1.1258  0.1041
89 H 1.9415 5.6931 -3.1855  0.0904
90 N 0.1530 2.5166 1.7309  0.0475
91 H 1.0679 2.8389 2.0230  0.0402
92 H -0.3890 2.3410 2.5707  0.0411
93 H -0.3070 3.2810 1.2447  0.0675

2.
C5H16NO | wB97M-V/def2-TZVPD

Values from the calculation:
E_tot   -8979.1665 eV
Energy above the lowest of the compared OMol25 structures with the same formula, charge and spin   98.3 kJ/mol
<S²>   0.7540
Multiplicity   2
LUMO level (alpha / beta)   0.63 / -2.45 eV

Each line ends with the Löwdin charge.
Geometry (Å):
1 C 1.2011 -0.2960 -1.6868  -0.0925
2 C 0.1305 -1.2825 -1.2160  -0.2476
3 C -1.3403 -0.7574 -1.0088  -0.2148
4 C -1.5991 0.1612 0.1827  -0.2788
5 C -1.7250 1.6362 -0.1783  -0.1187
6 N 1.4302 -0.7065 2.9052  0.0102
7 H 0.8822 0.2044 -2.6063  0.0781
8 H 2.1329 -0.8399 -1.7339  0.0668
9 H 1.3798 0.5815 -0.9958  0.0427
10 H 0.4188 -1.8241 -0.3133  0.0993
11 H -1.6002 -0.2460 -1.9565  0.1088
12 H -1.9906 -1.6208 -0.9326  0.0939
13 H -2.5132 -0.1888 0.6864  0.1014
14 H -0.8797 -0.0096 0.9734  0.0797
15 H -1.7700 2.2484 0.7415  0.0756
16 H -0.7923 2.0034 -0.5935  0.0500
17 H -2.5496 1.7956 -0.8702  0.0704
18 H 1.3476 -0.2951 3.8316  0.0059
19 H -0.0673 -2.0952 -1.9147  0.0942
20 H 2.2361 -1.3166 3.0301  0.0043
21 H 1.7044 -0.0472 2.1702  -0.0468
22 H 2.3670 1.7387 0.7052  0.0374
23 O 1.5967 1.1565 0.7803  -0.0196

3.
C31H36BrIN4OSb2V | wB97M-V/def2-TZVPD

Values from the calculation:
Total charge   +1
E_tot   -157641.6032 eV
LUMO level (alpha / beta)   -3.46 / -3.47 eV

Each line ends with the Löwdin charge.
Geometry (Å):
1 V -0.5169 -0.0537 -1.0473  0.2481
2 C -4.6324 -1.5596 -0.1344  -0.0028
3 C -3.4451 -0.8295 -0.6616  -0.2401
4 N -2.2872 -0.8165 -0.1084  -0.0263
5 N -2.1476 -1.4788 1.0874  0.1165
6 C -0.9398 -1.2637 1.5191  -0.4326
7 O -0.0746 -0.5802 0.8261  -0.3233
8 C -0.5147 -1.8143 2.8196  -0.1469
9 C 0.6210 -1.3052 3.4431  -0.0278
10 C 1.0261 -1.8124 4.6671  -0.0609
11 C 0.3040 -2.8352 5.2658  -0.0670
12 C -0.8283 -3.3475 4.6442  -0.0645
13 C -1.2425 -2.8370 3.4260  -0.0197
14 C -3.5330 0.0288 -1.8438  -0.2086
15 C -4.7415 0.2682 -2.4813  0.0089
16 C -4.7911 1.1970 -3.5058  -0.0266
17 C -3.6278 1.8619 -3.8440  -0.0249
18 C -2.4548 1.5443 -3.1805  -0.1906
19 N -2.3804 0.6304 -2.2074  0.0069
20 H -4.3416 -2.1964 0.6931  0.0726
21 H -5.0858 -2.1639 -0.9215  0.0948
22 H -5.3870 -0.8514 0.2155  0.1022
23 H 1.1732 -0.5072 2.9664  0.0948
24 H 1.9044 -1.4104 5.1544  0.1095
25 H 0.6228 -3.2343 6.2197  0.1091
26 H -1.3888 -4.1456 5.1122  0.1087
27 H -2.1232 -3.2243 2.9329  0.1112
28 H -5.6304 -0.2537 -2.1594  0.1161
29 H -5.7218 1.4062 -4.0156  0.1210
30 H -3.6102 2.6149 -4.6187  0.1187
31 H -1.5310 2.0305 -3.4501  0.0175
32 C 3.1973 -1.5710 -2.2243  -0.2867
33 Sb 2.2803 -0.2570 -0.8228  1.3342
34 C 3.1641 -1.0352 0.9547  -0.2699
35 C 3.4905 1.5049 -1.0690  -0.2901
36 C 3.5021 2.3404 0.1780  -0.2859
37 C 4.5088 2.1142 1.1188  -0.0639
38 C 4.5813 2.8332 2.2987  -0.0737
39 C 3.6372 3.8167 2.5570  -0.0742
40 C 2.6386 4.0588 1.6308  -0.0645
41 C 2.5441 3.3325 0.4415  -0.2856
42 C 1.4170 3.6507 -0.4980  -0.2868
43 Sb -0.3688 2.5256 -0.0655  1.4020
44 C -1.8252 3.9725 -0.6362  -0.2961
45 C -0.4520 2.6907 2.0488  -0.2762
46 H 4.2776 -1.5520 -2.0875  0.0156
47 H 2.9437 -1.2578 -3.2341  -0.0087
48 H 2.8364 -2.5861 -2.0573  0.0028
49 H 4.2060 -1.2884 0.7616  0.0199
50 H 2.6266 -1.9260 1.2784  0.0062
51 H 3.1162 -0.2863 1.7430  0.0006
52 H 3.1060 2.0277 -1.9424  0.0376
53 H 4.4946 1.1505 -1.3029  0.0718
54 H 5.2595 1.3615 0.9060  0.1150
55 H 5.3787 2.6389 3.0036  0.1071
56 H 3.6871 4.4006 3.4664  0.1071
57 H 1.9133 4.8420 1.8223  0.1138
58 H 1.6567 3.4526 -1.5419  0.0460
59 H 1.1339 4.6999 -0.4094  0.0704
60 H -1.6957 4.8763 -0.0430  0.0141
61 H -2.8267 3.5750 -0.4771  0.0079
62 H -1.7037 4.2165 -1.6908  0.0073
63 H -0.4867 3.7350 2.3533  0.0170
64 H 0.4323 2.2173 2.4725  0.0073
65 H -1.3400 2.1728 2.4089  0.0139
66 I 0.7945 -5.8407 -0.1555  0.9377
67 C 0.0304 -4.3990 -1.4405  -0.7085
68 C -0.4501 -4.7195 -2.7007  -0.1043
69 C -0.9330 -3.6970 -3.5011  -0.0242
70 C -0.9213 -2.4002 -3.0228  -0.1292
71 N -0.4608 -2.0941 -1.8048  -0.0418
72 C 0.0074 -3.0781 -1.0297  -0.2135
73 H -0.4430 -5.7426 -3.0513  0.1093
74 H -1.3099 -3.8996 -4.4934  0.1191
75 H -1.2660 -1.5719 -3.6273  0.0876
76 H 0.3824 -2.7943 -0.0546  0.0850
77 Br 0.5641 0.7286 -3.2731  0.2335

4.
C7H11N | wB97M-V/def2-TZVPD

Values from the calculation:
E_tot   -8925.2534 eV
Energy above the lowest of the compared OMol25 structures with the same formula, charge and spin   238.8 kJ/mol
SMILES string   CCCc1cc[nH]c1
LUMO level   1.05 eV

Each line ends with the Löwdin charge.
Geometry (Å):
1 C 2.0804 -0.3358 -0.9511  -0.1341
2 C 1.6780 1.0326 -0.3700  -0.1924
3 C 0.8297 0.4989 0.9196  -0.1583
4 C -0.4745 -0.0517 0.4664  -0.2616
5 C -1.5126 0.7972 0.0510  -0.0779
6 N -2.7548 0.1463 0.1348  0.0270
7 C -2.4227 -1.2763 0.3745  -0.0694
8 C -1.0443 -1.3806 0.7116  -0.0258
9 H 2.9993 -0.5684 -0.5670  0.0327
10 H 2.1938 -0.1114 -2.0873  0.0953
11 H 1.3791 -1.1572 -1.1517  0.0751
12 H 2.5729 1.6075 -0.3190  0.0828
13 H 0.9831 1.6412 -0.9723  0.0899
14 H 1.3875 -0.2618 1.3477  0.0770
15 H 0.8279 1.3107 1.5867  0.0856
16 H -1.2344 1.7158 -0.3362  0.0874
17 H -3.5873 0.5535 -0.2072  0.1112
18 H -3.3112 -1.8568 0.4316  0.0777
19 H -0.5900 -2.3038 0.9380  0.0778

5.
C5H6O | wB97M-V/def2-TZVPD

Values from the calculation:
E_tot   -7325.5467 eV
Energy above the lowest of the compared OMol25 structures with the same formula, charge and spin   360.6 kJ/mol
LUMO level   -0.53 eV

Each line ends with the Löwdin charge.
Geometry (Å):
1 C 1.5737 -0.2542 0.3844  -0.0545
2 C 0.5033 0.7131 -0.0539  -0.4755
3 C 0.6879 1.8047 -0.7473  0.2527
4 C -0.9550 0.4189 0.2933  -0.1447
5 C -1.4719 -0.5814 -0.7227  -0.2601
6 O -1.4643 -1.7754 -0.5525  0.0593
7 H 1.6844 -0.2052 1.4732  0.0884
8 H 2.5393 -0.0248 -0.0727  0.0795
9 H 1.2879 -1.2771 0.1170  0.0849
10 H -1.5604 1.3311 0.2605  0.1127
11 H -1.0040 -0.0146 1.2971  0.1280
12 H -1.8209 -0.1351 -1.6764  0.1294